No. 1
16
Properties=species:S:1:pos:R:3 method="wB97M-V/def2-TZVPD" spin_multiplicity=2 gap_ev="9.682 / 7.280" lumo_ev="0.70 / -1.74" max_force_ev_per_a=4.54 de_lowest_ev=3.252 homo_energy_ev="-8.98 / -9.02" s2=0.759
C 1.85 -0.06 -1.66
C 0.86 -0.38 -0.61
S 0.65 -2.20 0.09
H 2.71 0.42 -1.26
H 1.43 0.70 -2.41
H 2.03 -1.03 -2.07
H 1.28 0.31 0.37
H -0.16 -0.07 -0.94
H -0.70 -2.44 -0.28
N -1.25 0.50 1.27
C -1.07 1.94 0.83
O -1.66 2.53 -0.13
H -1.23 0.16 2.29
H -2.05 -0.01 0.80
H -1.46 2.47 1.84
H -0.03 2.04 0.99



No. 2
162
Properties=species:S:1:pos:R:3 method="wB97M-V/def2-TZVPD" spin_multiplicity=1 gap_ev=9.315 smiles="CCOP(=O)(OCC)OCC.CCOP(=O)(OCC)OCC.CCOP(=O)(OCC)OCC.CCOP(=O)(OCC)OCC.CCOP(=O)(OCC)OCC.ClC(Cl)Cl.ClC(Cl)Cl.ClC(Cl)Cl.ClC(Cl)Cl.Fc1ccccc1" lumo_ev=0.20 max_force_ev_per_a=4.78 homo_energy_ev=-9.12
C 2.16 7.60 -1.96
C 2.82 6.56 -1.08
O 2.07 6.32 0.09
P 0.96 5.12 0.19
O -0.10 5.19 -0.87
O 1.85 3.76 0.15
C 2.87 3.64 1.18
C 3.84 2.51 0.70
O 0.47 5.16 1.72
C -0.81 4.68 2.12
C -0.72 3.19 2.34
H 2.52 8.63 -1.86
H 2.47 7.38 -2.98
H 1.07 7.60 -1.95
H 3.04 5.61 -1.57
H 3.81 6.96 -0.85
H 3.36 4.59 1.40
H 2.31 3.33 2.06
H 3.23 1.71 0.29
H 4.36 2.94 -0.16
H 4.53 2.20 1.49
H -1.16 5.18 3.02
H -1.60 4.97 1.42
H -1.68 2.76 2.62
H -0.27 2.67 1.50
H 0.00 3.04 3.15
C 0.97 -1.14 3.35
C 1.47 0.00 2.49
O 0.62 0.46 1.52
P 0.02 -0.56 0.40
O 1.06 -1.55 -0.11
O -1.29 -1.23 1.15
C -1.94 -2.36 0.67
C -3.38 -2.27 1.03
O -0.58 0.39 -0.76
C 0.18 1.23 -1.52
C 0.70 0.42 -2.75
H 1.75 -1.39 4.07
H 0.04 -0.90 3.88
H 0.84 -2.07 2.80
H 1.60 0.85 3.15
H 2.45 -0.22 2.05
H -1.78 -2.50 -0.40
H -1.40 -3.21 1.10
H -3.79 -3.25 0.78
H -3.55 -2.20 2.10
H -3.99 -1.48 0.60
H -0.42 2.12 -1.66
H 1.01 1.70 -0.99
H 1.20 -0.52 -2.49
H -0.09 0.13 -3.44
H 1.33 1.07 -3.35
C -4.78 -3.30 -2.17
C -4.87 -1.91 -2.81
O -4.07 -1.80 -3.99
P -4.46 -0.76 -5.20
O -3.35 -0.55 -6.22
O -5.90 -1.35 -5.70
C -6.03 -2.68 -6.15
C -5.35 -3.02 -7.55
O -4.89 0.59 -4.39
C -4.00 1.70 -4.22
C -3.00 1.28 -3.10
H -5.20 -4.08 -2.81
H -3.75 -3.59 -1.95
H -5.33 -3.33 -1.23
H -5.93 -1.83 -3.04
H -4.73 -1.16 -2.03
H -5.69 -3.27 -5.29
H -7.08 -2.95 -6.14
H -4.27 -3.08 -7.40
H -5.68 -3.95 -8.02
H -5.62 -2.23 -8.25
H -3.49 2.07 -5.11
H -4.60 2.55 -3.91
H -2.23 2.01 -2.83
H -3.53 1.02 -2.19
H -2.31 0.49 -3.38
C 7.87 4.58 -0.33
C 6.78 5.61 -0.14
O 6.79 6.52 -1.31
P 6.64 6.03 -2.85
O 6.41 7.17 -3.79
O 8.02 5.20 -3.12
C 9.23 5.91 -3.22
C 9.66 5.33 -4.59
O 5.52 4.85 -2.78
C 4.91 4.42 -3.96
C 3.85 3.35 -3.59
H 7.63 3.84 -1.09
H 8.85 5.00 -0.54
H 8.00 4.04 0.62
H 5.82 5.13 0.06
H 7.13 6.12 0.75
H 9.04 6.99 -3.27
H 9.90 5.74 -2.38
H 9.78 4.26 -4.46
H 8.82 5.40 -5.28
H 10.54 5.72 -5.09
H 4.32 5.28 -4.27
H 5.62 4.04 -4.70
H 3.00 3.77 -3.06
H 3.50 2.79 -4.46
H 4.41 2.76 -2.87
C -1.07 -7.53 6.75
C -2.23 -6.73 6.19
O -1.90 -5.35 6.13
P -2.20 -4.47 7.52
O -1.53 -4.92 8.73
O -1.82 -3.00 7.02
C -0.50 -2.65 6.58
C 0.53 -2.52 7.78
O -3.87 -4.37 7.56
C -4.51 -3.66 8.65
C -5.15 -4.81 9.51
H -0.11 -7.40 6.25
H -0.96 -7.40 7.83
H -1.30 -8.58 6.54
H -2.46 -7.02 5.17
H -3.11 -6.94 6.79
H -0.15 -3.42 5.89
H -0.62 -1.69 6.06
H 0.36 -1.67 8.44
H 0.63 -3.38 8.45
H 1.50 -2.31 7.33
H -3.81 -2.99 9.14
H -5.23 -3.01 8.16
H -5.82 -4.40 10.27
H -5.75 -5.46 8.88
H -4.37 -5.34 10.06
C 4.03 -2.10 -1.28
Cl 4.61 -0.43 -1.37
Cl 5.40 -3.19 -0.97
Cl 3.22 -2.46 -2.82
H 3.37 -2.20 -0.41
C -1.16 -2.86 -6.62
Cl -0.47 -4.51 -6.63
Cl -1.19 -2.26 -8.30
Cl -0.26 -1.74 -5.58
H -2.20 -2.88 -6.29
C -4.85 2.76 0.74
Cl -3.45 3.25 -0.27
Cl -4.36 1.32 1.60
Cl -6.35 2.47 -0.26
H -5.09 3.48 1.52
C -4.61 -1.07 5.00
Cl -3.24 -0.05 4.75
Cl -4.24 -2.77 4.79
Cl -6.01 -0.52 4.02
H -4.82 -0.91 6.06
F 0.72 -7.07 -0.71
C 0.02 -6.20 -1.50
C -1.15 -6.65 -2.10
C -1.90 -5.78 -2.88
C -1.52 -4.42 -2.97
C -0.36 -3.97 -2.36
C 0.41 -4.86 -1.58
H -1.51 -7.66 -2.00
H -2.79 -6.13 -3.38
H -2.19 -3.77 -3.51
H -0.17 -2.91 -2.39
H 1.23 -4.45 -1.01